(a)
A single C2H6O molecule, computed with wB97M-V/def2-TZVPD.

Properties
SMILES: CCO
Gap between HOMO and LUMO: 11.34 eV
Total charge: 0
Multiplicity: 1

Last column: Mulliken charge in e.
Positions of all 9 atoms, in Å:
C -1.229 -0.232 -0.042  -0.90
C 0.116 0.552 0.063  -0.30
O 1.240 -0.258 -0.102  -0.50
H -2.088 0.452 0.168  0.28
H -1.283 -1.090 0.744  0.30
H -1.268 -0.634 -1.039  0.27
H 0.146 1.295 -0.727  0.28
H 0.119 1.114 0.984  0.27
H 1.130 -0.992 0.562  0.31


(b)
2 unconnected molecules or ions with the total composition C2H6O, computed with wB97M-V/def2-TZVPD.

Properties
Gap between HOMO and LUMO: 10.23 eV
Total charge: 0
Multiplicity: 1

Last column: Mulliken charge in e.
Positions of all 9 atoms, in Å:
C 0.920 0.154 0.567  -0.70
C 0.035 0.122 -0.584  -0.24
O -1.875 -0.093 0.194  -0.69
H 1.688 0.689 0.159  0.32
H 0.531 0.822 1.344  0.26
H 1.095 -0.885 0.940  0.25
H 0.012 -0.806 -1.091  0.22
H -0.095 0.904 -1.292  0.31
H -2.311 -0.907 -0.238  0.27


Question: of the structures shown, which is the least stable? Reply: (b).